102
Properties=species:S:1:pos:R:3 method="wB97M-V/def2-TZVPD" e_above_lowest_kj_mol=434.5 total_charge=+3 gap_ha=0.2448 multiplicity=1 lumo_energy_ev=-8.59
Zr 0.6330 0.0385 -0.2594
N 1.6033 -2.1197 -1.6099
C 0.6859 -2.7993 -2.5084
C 1.0885 -3.3346 -3.7226
C 0.1961 -4.0925 -4.4674
C -1.0947 -4.3124 -4.0098
C -1.5245 -3.7219 -2.8316
C -0.6387 -2.9618 -2.0762
P -1.0657 -2.0483 -0.5520
C -0.6142 -3.2970 0.7194
C -0.0943 -4.5560 0.4193
C 0.1819 -5.4501 1.4433
C -0.0441 -5.0955 2.7638
C -0.5517 -3.8406 3.0730
C -0.8348 -2.9437 2.0569
C -2.8828 -2.0909 -0.4599
C -3.6192 -1.0178 -0.9619
C -5.0006 -1.0281 -0.8822
C -5.6588 -2.1101 -0.3159
C -4.9286 -3.1780 0.1846
C -3.5475 -3.1695 0.1227
H 1.8983 -2.8202 -0.9213
H 2.4524 -1.8784 -2.1346
H 2.0985 -3.1840 -4.0781
H 0.5260 -4.5402 -5.3912
H -1.7662 -4.9378 -4.5752
H -2.5351 -3.8675 -2.4780
H 0.0581 -4.8455 -0.6119
H 0.5662 -6.4333 1.2134
H 0.1478 -5.8069 3.5503
H -0.7324 -3.5702 4.1026
H -1.2872 -1.9758 2.2769
H -3.1132 -0.1741 -1.4156
H -5.5670 -0.1905 -1.2592
H -6.7371 -2.1265 -0.2660
H -5.4387 -4.0190 0.6285
H -2.9869 -4.0023 0.5221
C -0.6264 0.1757 -3.6752
As 1.0367 1.0964 -3.2403
C 2.3641 0.5263 -4.5731
C 0.8226 3.0292 -3.4318
O 1.7252 0.6739 -1.7495
H -0.7656 0.2789 -4.7536
H -1.4690 0.6357 -3.1613
H -0.5671 -0.8879 -3.4293
H 2.7306 1.3768 -5.1519
H 1.9203 -0.1970 -5.2601
H 3.2103 0.0691 -4.0586
H 0.6265 3.2433 -4.4865
H 1.7519 3.5250 -3.1353
H -0.0083 3.3908 -2.8257
O -2.1001 1.8631 2.8372
S -1.8097 0.3178 2.5909
O -3.2990 0.2604 2.0506
N -0.9362 0.3478 1.2199
C -1.5055 1.1857 0.2387
O -0.8333 1.1565 -0.8970
C -2.6178 1.9395 0.4890
C -3.2349 2.8615 -0.4177
C -4.3224 3.5641 -0.0417
C -4.8997 3.3698 1.2548
C -4.4025 2.4908 2.1464
C -3.2001 1.7317 1.8321
H -2.8026 2.9591 -1.4018
H -4.7871 4.2648 -0.7151
H -5.7757 3.9434 1.5127
H -4.8492 2.3299 3.1130
N 1.8282 -1.3752 1.3330
H 2.5861 -1.9896 1.0156
H 1.1374 -1.9969 1.7768
H 2.2446 -0.8339 2.0996
C 4.4032 0.9353 0.0388
C 3.9210 1.3915 1.4185
C 4.3049 0.3700 2.5015
P 2.0839 1.7832 1.2784
C 1.4853 2.2597 3.0068
C 2.4835 3.0170 3.8868
C 0.9631 1.0394 3.7814
C 2.1258 3.3987 0.2999
C 2.9445 4.5637 0.8533
C 0.6871 3.8530 0.0512
H 5.4406 0.6081 0.0935
H 4.3587 1.7507 -0.6830
H 3.7851 0.1040 -0.3359
H 4.4113 2.3343 1.6734
H 4.4331 -0.6331 2.0971
H 3.5921 0.3461 3.3216
H 5.2640 0.6468 2.9369
H 0.6208 2.9042 2.7926
H 3.2291 2.3483 4.3081
H 1.9478 3.4685 4.7196
H 2.9968 3.8136 3.3609
H 1.7658 0.5299 4.3110
H 0.4505 0.3175 3.1369
H 0.2569 1.3768 4.5372
H 2.5611 3.0934 -0.6669
H 2.4599 5.0241 1.7096
H 3.0338 5.3280 0.0833
H 3.9520 4.2707 1.1301
H 0.2002 4.1310 0.9855
H 0.1093 3.0645 -0.4359
H 0.6846 4.7362 -0.5857

101
Properties=species:S:1:pos:R:3 method="wB97M-V/def2-TZVPD" total_charge=+2 gap_ha=0.2513 multiplicity=1 lumo_energy_ev=-7.12
Sr -0.2415 -0.4756 0.3766
C 4.5187 1.1744 1.0550
C 3.3405 2.0689 0.9407
C 3.3917 3.3138 0.3789
C 2.2063 4.0847 0.2422
N 1.0550 3.6080 0.6238
N 0.9871 2.4029 1.2052
B -0.3343 2.0423 1.7222
N -1.5438 2.5631 1.1044
N -2.3729 3.0717 2.0289
C -3.4446 3.7098 1.6773
C -3.7644 3.8784 0.2994
C -2.9540 3.3426 -0.6645
C -3.2463 3.4397 -2.1174
C -1.8057 2.6051 -0.2300
S -0.8434 1.7384 -1.3006
C -4.2963 4.2461 2.8012
C -5.6660 3.5576 2.7559
C -4.4737 5.7607 2.6421
C -3.6142 3.9465 4.1377
N -0.4714 1.6420 3.1464
N 0.0474 2.5418 3.9760
C -0.1383 2.4250 5.2604
C -0.7394 1.2497 5.7867
C -1.2861 0.3197 4.9452
C -1.9123 -0.9503 5.3918
C -1.2230 0.6004 3.5482
S -2.0698 -0.3083 2.4092
C 0.2806 3.5768 6.1363
C -0.9197 3.9824 7.0052
C 1.4333 3.1565 7.0563
C 0.7122 4.7547 5.2606
C 2.0687 1.6006 1.3838
S 1.8693 0.0724 2.0553
C 2.1911 5.4769 -0.3471
C 1.6132 6.4116 0.7244
C 1.2743 5.4691 -1.5778
C 3.5866 5.9626 -0.7449
H 5.4137 1.6527 0.6673
H 4.3420 0.2511 0.4986
H 4.6732 0.8968 2.0973
H 4.3276 3.6890 -0.0030
H -4.6582 4.4132 0.0192
H -4.1437 4.0203 -2.2991
H -3.3795 2.4437 -2.5422
H -2.4109 3.8970 -2.6462
H -6.1849 3.7629 1.8227
H -6.2750 3.9341 3.5733
H -5.5605 2.4801 2.8709
H -4.9946 6.0099 1.7215
H -3.5144 6.2751 2.6544
H -5.0684 6.1370 3.4700
H -3.5195 2.8734 4.2848
H -4.2023 4.3575 4.9527
H -2.6197 4.3855 4.1614
H -0.7455 1.0774 6.8488
H -1.9511 -1.0156 6.4743
H -1.3411 -1.7989 5.0096
H -2.9208 -1.0470 4.9893
H -1.2378 3.1702 7.6543
H -1.7650 4.2909 6.3954
H -0.6297 4.8171 7.6357
H 1.1473 2.3334 7.7059
H 1.7021 4.0012 7.6823
H 2.3084 2.8645 6.4817
H -0.0827 5.0326 4.5730
H 1.5912 4.4933 4.6784
H 0.9481 5.6082 5.8878
H 0.6074 6.1015 0.9936
H 1.5807 7.4279 0.3452
H 2.2339 6.3981 1.6169
H 0.2802 5.1236 -1.3071
H 1.6755 4.8206 -2.3539
H 1.1995 6.4749 -1.9799
H 4.2585 5.9920 0.1114
H 3.5096 6.9735 -1.1357
H 4.0225 5.3441 -1.5282
C -0.5605 -4.9913 -0.3439
C -1.2744 -4.0039 -1.2629
C -2.4554 -3.3815 -0.5095
C -0.3635 -2.9341 -1.8285
C 1.0050 -2.8493 -1.5252
C 1.8231 -1.9171 -2.1639
C 1.3131 -1.0358 -3.1127
C 2.2027 -0.0839 -3.8470
C -0.0468 -1.1214 -3.4195
C -0.8643 -2.0479 -2.7945
H -1.2635 -5.7404 0.0085
H -0.1474 -4.4729 0.5278
H 0.2354 -5.5112 -0.8679
H -1.6810 -4.5590 -2.1178
H -2.0910 -2.9357 0.4309
H -3.1821 -4.1480 -0.2542
H -2.9628 -2.6181 -1.1012
H 1.4765 -3.6009 -0.9024
H 2.8903 -1.9405 -1.9812
H 2.4510 -0.4938 -4.8258
H 3.1343 0.0825 -3.3109
H 1.7070 0.8709 -4.0113
H -0.4533 -0.4914 -4.1980
H -1.8891 -2.1542 -3.1319

99
Properties=species:S:1:pos:R:3 method="wB97M-V/def2-TZVPD" total_charge=+1 gap_ha="0.1415 / 0.1883" multiplicity=8 lumo_energy_ev="-3.00 / -3.00"
C -1.7163 -1.3320 -2.4600
C 0.6036 -1.3795 -2.3579
C -1.7131 -2.2628 -3.5071
C 0.6523 -2.4724 -3.2259
C -0.5307 -2.9140 -3.8199
H -2.6407 -2.3813 -4.0708
H 1.6078 -2.9657 -3.3903
H -0.5147 -3.7228 -4.5507
N -0.5614 -1.0145 -1.8073
P -2.9992 -0.0685 -0.3232
P 2.9570 -0.2375 -0.8152
C -2.9184 -0.4016 -2.1622
H -2.6954 0.5536 -2.6843
H -3.8340 -0.8070 -2.6265
C 1.7862 -0.4444 -2.2571
H 2.3584 -0.5948 -3.1642
C 4.4458 0.5598 -1.6027
C 3.4608 -1.1286 0.9726
C -3.8063 1.6414 -0.2638
C -4.0781 -1.5529 0.1636
C 4.4181 2.0313 -1.1361
H 4.4096 2.1669 -0.0474
H 5.3076 2.5378 -1.5453
H 3.5264 2.5370 -1.5248
C 5.8221 -0.0736 -1.2923
H 6.1856 0.0867 -0.2731
H 5.8525 -1.1423 -1.5385
H 6.5592 0.4178 -1.9459
C 4.3807 0.5930 -3.1556
H 5.2499 1.1594 -3.5323
H 4.4283 -0.4114 -3.6006
H 3.4849 1.1140 -3.5140
C 4.4065 -0.2420 1.7767
H 4.0118 0.7762 1.9006
H 4.5257 -0.6628 2.7894
H 5.4158 -0.1769 1.3584
C 2.1893 -1.3403 1.8092
H 1.7964 -0.3862 2.2080
H 1.4221 -1.9219 1.2691
H 2.4365 -1.9350 2.7023
C 4.0790 -2.4806 0.5982
H 5.0314 -2.3762 0.0602
H 4.2799 -3.0814 1.5013
H 3.3893 -3.0607 -0.0322
C -4.7714 -1.2430 1.4950
H -5.3041 -2.1501 1.8117
H -4.0621 -0.9816 2.2914
H -5.5198 -0.4442 1.4013
C -3.0980 -2.7290 0.3274
H -2.5503 -2.9400 -0.6002
H -2.3693 -2.5539 1.1323
H -3.6798 -3.6235 0.5855
C -5.1308 -1.9238 -0.8916
H -5.7990 -2.6769 -0.4473
H -5.7509 -1.0692 -1.1952
H -4.6862 -2.3834 -1.7845
C -2.9443 2.6583 -1.0479
H -3.0645 2.5495 -2.1343
H -3.2884 3.6683 -0.7759
H -1.8691 2.6016 -0.8062
C -3.8742 2.0777 1.2136
H -2.8757 2.1339 1.6744
H -4.3195 3.0814 1.2374
H -4.5036 1.4133 1.8202
C -5.2092 1.5730 -0.8775
H -5.1880 1.2463 -1.9279
H -5.8902 0.9250 -0.3079
H -5.6266 2.5910 -0.8506
Eu -0.0728 0.1958 0.5125
C -1.0876 -1.3402 2.8554
O -1.5829 -1.7410 3.8109
N 1.6307 1.3184 -0.8102
C 1.3631 0.9397 -2.0539
C 0.9820 1.7418 -3.2046
C 0.7889 3.1292 -3.0763
C 0.9494 1.1535 -4.4824
C 0.6868 3.9197 -4.2262
H 0.7883 3.5790 -2.0836
C 0.8198 1.9430 -5.6142
H 1.0783 0.0791 -4.5844
C 0.6933 3.3330 -5.4939
H 0.6302 5.0083 -4.1449
H 0.8509 1.4774 -6.5959
H 0.5861 3.9389 -6.3991
N 3.5090 4.4184 3.7353
C 2.9839 3.4524 2.9276
O 3.6193 3.0037 1.9672
C 1.6285 2.9443 3.3106
C 1.0749 3.0538 4.5930
C -0.1543 2.4370 4.8522
C -0.7745 1.6907 3.8446
N -0.2397 1.5767 2.6102
C 0.9206 2.2278 2.3294
H 4.3920 4.8223 3.4586
H 2.9630 4.8854 4.4457
H 1.5997 3.5988 5.3737
H -0.6386 2.5174 5.8206
H -1.7223 1.1601 4.0195
H 1.2782 2.1948 1.2818

The following F_max values (in eV/Å) correspond, in order, to the records above: 4.23, 2.95, 3.13.